82
Properties=species:S:1:pos:R:3 method="wB97M-V/def2-TZVPD" molar_mass_g_mol=657.5 orbital_gap_ev="5.5754 / 3.5761" spin_multiplicity=4 charge=+2 s_squared=4.070 homo_ev="-12.535 / -12.583"
C -0.873 7.217 -4.134
C -1.084 5.861 -4.449
C -1.362 5.513 -5.785
C -1.384 6.533 -6.743
N -1.165 7.811 -6.437
C -0.919 8.154 -5.173
C -0.995 4.853 -3.430
C -0.888 3.999 -2.566
C -0.684 3.036 -1.556
C 0.491 3.119 -0.790
C 0.736 2.162 0.197
C -0.213 1.166 0.376
C -1.415 1.088 -0.307
C -1.646 2.027 -1.320
Co 0.301 0.017 1.933
P 2.037 -0.964 1.186
H -1.557 4.485 -6.086
H -0.675 7.549 -3.115
H -1.588 6.301 -7.788
H -0.753 9.211 -4.967
H -2.556 2.001 -1.916
H 1.202 3.932 -0.955
H -2.151 0.335 -0.032
H 1.630 2.224 0.819
C 2.194 -2.561 2.052
C 3.009 -3.649 1.346
H 1.164 -2.899 2.252
H 2.643 -2.322 3.029
H 3.031 -4.536 1.991
H 2.562 -3.955 0.393
H 4.050 -3.351 1.166
C 1.786 -1.253 -0.608
C 2.709 -0.511 -1.574
H 0.741 -0.971 -0.817
H 1.849 -2.339 -0.764
H 2.411 -0.767 -2.600
H 2.628 0.582 -1.478
H 3.762 -0.801 -1.451
C 3.572 -0.020 1.475
C 4.887 -0.799 1.370
H 3.472 0.434 2.474
H 3.564 0.814 0.758
H 5.720 -0.096 1.503
H 4.987 -1.566 2.148
H 5.024 -1.271 0.388
Br -1.612 -1.203 2.188
P -2.625 -3.365 -1.873
C -0.795 -3.505 -1.771
C -0.379 -4.950 -2.060
H -0.473 -3.174 -0.773
H -0.370 -2.814 -2.513
H 0.684 -5.002 -2.318
H -0.546 -5.596 -1.189
H -0.951 -5.359 -2.904
C -3.131 -3.183 -0.123
C -4.552 -3.699 0.100
H -3.036 -2.124 0.152
H -2.404 -3.743 0.481
H -4.741 -3.799 1.175
H -5.298 -3.006 -0.310
H -4.688 -4.683 -0.369
C -2.874 -1.674 -2.555
C -3.118 -1.769 -4.063
H -2.005 -1.048 -2.316
H -3.749 -1.249 -2.046
H -3.515 -0.825 -4.449
H -2.193 -1.995 -4.607
H -3.846 -2.558 -4.288
C -0.934 0.986 6.936
N -0.685 0.480 5.574
C 0.533 0.622 5.007
S 0.725 1.421 3.477
N 1.637 0.274 5.679
C 1.655 -0.705 6.773
H 0.010 1.232 7.436
H -1.462 0.218 7.504
H -1.563 1.880 6.879
H -1.452 0.637 4.912
H 2.484 0.336 5.112
H 2.359 -1.499 6.513
H 1.990 -0.217 7.694
H 0.662 -1.136 6.918